No. 1
Density functional theory data (ωB97M-V/def2-TZVPD) for a structure of composition C4H15NO3.

Values from the calculation:
Kohn-Sham gap, eV: 5.47
Multiplicity: 1

Atoms and positions in Å:
C  -0.0566  -0.3296  2.6618
C  -0.4822  0.7323  1.8699
N  0.9430  1.2667  0.9976
C  1.2517  0.1983  0.0237
C  1.3973  0.8445  -1.3227
H  -0.5778  -1.2630  2.8510
H  0.7649  -0.1176  3.3377
H  -0.5790  1.6256  2.4858
H  1.4828  1.0139  1.8247
H  0.3330  -0.3902  -0.0742
H  2.0615  -0.4411  0.3574
H  2.0435  1.7221  -1.3048
H  0.4244  1.2382  -1.6013
H  1.7184  0.1497  -2.0896
H  -1.3461  -1.0573  -0.5269
H  -0.6576  -2.6746  0.0132
O  -0.6087  -1.9761  -0.6470
H  -1.1648  0.1270  -2.3824
H  -0.5142  -1.1007  -3.0856
O  -0.8463  -0.2138  -3.2505
H  -1.1613  0.4933  1.0352
H  -2.6902  0.0191  -0.6167
O  -1.7357  0.1334  -0.5565



No. 2
Density functional theory data (ωB97M-V/def2-TZVPD) for a cluster of 2 separate species, C5H13N2S2 in total.

Values from the calculation:
Kohn-Sham gap (spin up / spin down), eV: 7.18 / 4.96
Net charge: +1
Multiplicity: 3
<S²>: 2.0176

Atoms and positions in Å:
C  2.8513  1.2016  0.0203
C  -2.1828  -0.0738  0.5034
C  1.0305  -1.1325  0.0110
C  -3.4068  0.5770  0.0558
C  0.4271  -2.3127  0.6559
N  -1.2031  -0.2013  -0.2907
N  2.1718  2.3434  -0.2783
S  1.7701  -0.1303  1.1065
S  1.2498  -0.9202  -1.7243
H  3.4413  0.8178  -0.8484
H  3.6677  1.5897  0.7612
H  -1.9809  -0.4262  1.5804
H  -3.3717  1.7324  0.3040
H  -4.2745  0.3739  0.6116
H  -3.5728  0.4990  -1.0523
H  1.0305  -3.1478  0.4790
H  -0.5854  -2.4111  0.2468
H  0.2343  -2.3549  1.7738
H  -1.3124  0.2173  -1.2575
H  2.2592  3.1163  0.3332
H  1.4197  2.3580  -0.9343
H  0.3370  -1.7156  -2.0568



No. 3
Density functional theory data (ωB97M-V/def2-TZVPD) for a cluster of 2 separate species, C4H12 in total.

Values from the calculation:
Kohn-Sham gap, eV: 12.16
SMILES string: CC.CC
Multiplicity: 1

Atoms and positions in Å:
C  1.3757  -0.7732  -1.3624
C  0.0228  -0.3034  -1.9982
H  2.1514  -1.5498  -1.8140
H  2.0891  0.0524  -1.1396
H  1.1044  -1.2788  -0.3077
H  -0.8875  -0.9064  -2.1061
H  -0.0103  0.0009  -3.0700
H  -0.2406  0.5958  -1.3550
C  -0.0966  0.9866  1.5699
C  -1.2427  0.0759  1.7225
H  0.3534  1.4860  2.5275
H  0.7657  0.4423  1.2229
H  -0.4425  1.7463  0.7683
H  -1.7447  -0.0144  2.7646
H  -1.2113  -0.9849  1.6212
H  -1.9864  0.4246  0.9560



Computed values of strongest force on any atom (unit: eV/Å) for the preceding records, in sequence: 3.16, 4.13, 4.19.
Computed values of relative energy (zero: lowest compared OMol25 entry of this formula, charge and spin) (unit: kJ/mol) for the preceding records, in sequence: 664.88, 0.00, 168.40.
Computed values of total energy (unit: Ha) for the preceding records, in sequence: -441.6286, -1103.7385, -159.5208.